(P)
A cluster of 3 separate species, C5H13NO3 in total, computed with ωB97M-V with the def2-TZVPD basis set.

The geometry in XYZ format:
```
22
Properties=species:S:1:pos:R:3:nbo_charge:R:1
O 0.225 1.189 -3.223 -0.511
C 0.279 0.957 -2.008 0.405
C 1.740 0.460 -1.665 -0.484
C 1.557 -0.620 -0.692 -0.458
C 1.082 -0.078 0.642 -0.245
C 1.141 -0.872 1.693 0.002
N 0.483 -0.412 3.036 -0.887
H -0.431 1.276 -1.325 0.135
H 2.319 1.292 -1.237 0.216
H 2.172 0.228 -2.639 0.244
H 2.277 -1.504 -0.559 0.233
H 0.767 -1.317 -1.055 0.206
H 0.757 0.923 0.760 0.203
H 1.503 -1.819 1.730 0.181
H 1.168 0.373 3.298 0.359
H -0.487 0.041 2.752 0.390
H -2.683 -0.635 2.483 0.474
H -3.202 0.462 1.699 0.487
O -2.371 0.135 1.999 -0.946
H -2.094 -0.941 0.235 0.486
H -2.023 -0.213 -1.107 0.458
O -2.629 -0.620 -0.539 -0.948
```

Values from the calculation:
- 2S+1 = 1
- LUMO level (eV) = 0.49
- highest occupied orbital energy (Eh) = -0.3481
- orbital gap (eV) = 9.96
- SMILES string = N/C=C/CCC=O.O.O

(Q)
A cluster of 2 separate species, C5H13NO3 in total, computed with ωB97M-V with the def2-TZVPD basis set.

The geometry in XYZ format:
```
22
Properties=species:S:1:pos:R:3:nbo_charge:R:1
C 0.933 -1.735 0.047 0.139
C -0.314 -0.998 0.563 0.781
N 1.015 -1.574 -1.379 -0.847
O -0.187 -0.675 1.874 -0.679
O 0.846 -3.085 0.477 -0.699
O -1.418 -1.256 0.088 -0.633
H -1.072 -0.600 2.264 0.496
H -0.012 -3.434 0.201 0.473
H 1.833 -1.337 0.521 0.191
H 0.134 -1.839 -1.809 0.375
H 1.769 -2.130 -1.762 0.377
C 0.065 1.319 -0.369 -0.522
C -1.442 1.546 -0.771 -0.615
C 0.535 1.986 0.912 -0.609
H 0.124 2.131 -1.167 0.256
H 0.654 0.568 -0.886 0.264
H 0.644 3.063 0.798 0.207
H -1.625 1.517 -1.844 0.208
H -1.958 0.675 -0.330 0.220
H -1.838 2.470 -0.356 0.206
H 1.501 1.575 1.218 0.214
H -0.185 1.813 1.709 0.198
```

Values from the calculation:
- 2S+1 = 1
- LUMO level (eV) = 0.72
- highest occupied orbital energy (Eh) = -0.3513
- orbital gap (eV) = 10.28
- SMILES string = N[C@H](O)C(=O)O.CCC

Taking the most stable structure as the zero point, the relative energies in kcal/mol are (P) 32.5; (Q) 0.0.